DFT (ωB97M-V with the def2-TZVPD basis set) results for a molecular structure, C24H36F18FeO18P3 at a distorted geometry.

```
! wB97M-V def2-TZVPD RIJCOSX def2/J DEFGRID3
* xyz -1 5
Fe 1.26 -1.16 2.04
P -1.67 -0.41 3.05
F -0.84 -1.45 2.06
F -0.38 0.58 2.93
F -2.27 0.34 1.75
F -2.41 0.58 4.05
F -2.78 -1.61 3.10
F -1.14 -1.19 4.39
P 1.51 0.74 -0.36
F 0.64 2.07 -0.26
F 2.79 1.58 -0.80
F 1.96 0.76 1.23
F 2.24 -0.72 -0.47
F 0.26 -0.21 0.15
F 1.10 0.59 -1.95
P 1.89 -3.73 1.83
F 0.85 -2.84 0.93
F 2.87 -4.23 0.64
F 2.83 -2.41 2.07
F 2.76 -4.63 2.84
F 1.07 -3.10 3.14
F 0.89 -4.97 1.68
C 4.27 0.51 -4.05
C 5.43 1.11 -3.27
C 5.12 2.50 -2.74
O 5.43 2.33 -1.35
C 5.67 1.04 -1.03
O 5.94 0.70 0.08
O 5.65 0.30 -2.13
H 3.34 0.72 -3.53
H 4.36 -0.58 -4.10
H 4.29 0.79 -5.11
H 6.28 1.00 -3.95
H 4.06 2.74 -2.67
H 5.72 3.32 -3.13
C -1.94 4.36 -0.17
C -1.83 4.16 1.33
C -0.52 4.74 1.92
O -0.91 5.74 2.82
C -2.24 5.79 2.93
O -2.94 6.37 3.69
O -2.82 4.94 2.03
H -1.38 3.68 -0.82
H -1.73 5.34 -0.60
H -2.98 4.06 -0.38
H -1.99 3.13 1.64
H 0.10 5.21 1.15
H 0.08 3.90 2.28
C -2.99 2.95 -3.59
C -2.36 1.68 -4.07
C -2.21 0.63 -2.92
O -2.65 -0.60 -3.46
C -3.26 -0.39 -4.61
O -3.69 -1.25 -5.31
O -3.28 0.93 -4.91
H -2.34 3.54 -2.94
H -3.79 2.62 -2.92
H -3.63 3.57 -4.21
H -1.41 1.79 -4.60
H -2.74 0.91 -2.01
H -1.17 0.56 -2.61
C 0.97 0.45 8.19
C 0.72 0.85 6.77
C 1.71 1.92 6.31
O 1.90 1.62 4.97
C 1.74 0.31 4.79
O 2.02 -0.28 3.78
O 1.15 -0.25 5.83
H 2.02 0.40 8.48
H 0.50 -0.47 8.54
H 0.51 1.29 8.72
H -0.34 0.94 6.54
H 2.62 2.13 6.87
H 1.16 2.87 6.40
C -4.84 -1.58 -0.03
C -3.85 -2.57 -0.57
C -2.38 -2.37 -0.27
O -2.05 -3.48 0.57
C -3.03 -4.38 0.56
O -2.97 -5.43 1.11
O -4.17 -3.85 0.00
H -4.91 -1.67 1.06
H -5.84 -1.72 -0.42
H -4.57 -0.54 -0.27
H -3.98 -2.55 -1.66
H -2.28 -1.51 0.39
H -1.73 -2.38 -1.14
C 1.79 -2.57 -3.59
C 1.00 -3.63 -4.43
C 0.41 -4.68 -3.56
O -0.85 -4.93 -4.18
C -1.21 -3.77 -4.84
O -2.30 -3.59 -5.29
O -0.15 -2.98 -4.93
H 2.62 -2.14 -4.15
H 2.26 -3.02 -2.70
H 1.18 -1.83 -3.08
H 1.61 -4.01 -5.25
H 0.14 -4.46 -2.53
H 1.06 -5.56 -3.67
*
```

Calculated values
Energy above the lowest of the compared OMol25 structures with the same formula, charge and spin: 0.0 kcal/mol
E_HOMO (spin up / spin down): -8.27 / -8.00 eV
Gap between HOMO and LUMO (spin up / spin down): 10.178 / 9.908 eV

Löwdin atomic charge list, values in e, 4 entries: 0.94, 0.24, -0.20, -0.15



DFT (ωB97M-V with the def2-TZVPD basis set) results for a molecular structure, C20H28Br2HoN5O6PS4 at a distorted geometry.

```
! wB97M-V def2-TZVPD RIJCOSX def2/J DEFGRID3
* xyz 1 5
Ho 0.24 0.13 0.05
O 1.10 -3.76 2.04
C 0.91 -2.49 1.72
O -0.17 -2.02 1.35
C 2.04 -1.58 2.12
C 3.25 -1.95 2.64
C 4.17 -0.94 2.89
C 3.85 0.39 2.61
C 2.60 0.64 2.09
N 1.72 -0.33 1.89
C 2.03 1.96 1.63
O 2.69 3.08 1.78
O 0.82 2.02 1.37
H 0.31 -4.25 1.75
H 3.49 -3.00 2.82
H 5.15 -1.18 3.30
H 4.57 1.17 2.79
H 3.64 2.91 1.88
Br -0.23 2.87 -1.55
C 0.57 4.46 -0.84
Br 2.34 4.78 -1.46
H 0.56 4.33 0.23
H -0.07 5.26 -1.18
O 7.26 -1.78 -0.66
C 6.10 -1.49 -0.73
S 4.78 -2.68 -0.77
C 3.47 -1.52 -0.84
C 3.80 -0.22 -0.86
S 2.69 1.13 -0.89
S 5.49 0.18 -0.82
S 1.86 -2.16 -0.79
C -2.88 1.57 0.22
N -2.12 0.40 0.76
C -2.89 -0.84 0.37
N -4.25 -0.81 0.87
C -4.93 0.37 0.33
N -4.25 1.61 0.72
C -4.21 1.68 2.19
N -3.51 0.53 2.77
C -2.16 0.50 2.26
C -4.21 -0.70 2.34
H -2.87 1.50 -0.86
H -2.35 2.48 0.52
H -2.36 -1.70 0.77
H -2.89 -0.89 -0.71
H -5.95 0.40 0.71
H -4.96 0.30 -0.76
H -5.23 1.71 2.57
H -3.70 2.60 2.49
H -1.62 -0.35 2.67
H -1.63 1.41 2.55
H -5.22 -0.68 2.72
H -3.69 -1.56 2.75
C 1.37 -0.54 -3.88
P -0.29 -0.80 -3.35
C -0.67 -2.51 -3.43
C -1.30 0.02 -4.55
O -0.60 -0.21 -1.95
H 1.41 -0.67 -4.96
H 2.03 -1.24 -3.38
H 1.66 0.48 -3.61
H -0.40 -2.92 -4.41
H -1.74 -2.66 -3.27
H -0.10 -3.03 -2.66
H -1.14 -0.41 -5.54
H -1.03 1.08 -4.58
H -2.35 -0.08 -4.28
*
```

Calculated values
E_HOMO (spin up / spin down): -9.42 / -9.42 eV
Gap between HOMO and LUMO (spin up / spin down): 5.872 / 5.889 eV

natural (NBO) atomic charge list, values in e, 4 entries: 1.68, -0.63, 0.84, -0.69



DFT (ωB97M-V with the def2-TZVPD basis set) results for 2 unconnected molecules or ions with the total composition C8H12F2SSi at a distorted geometry.

```
! wB97M-V def2-TZVPD RIJCOSX def2/J DEFGRID3
* xyz 0 1
C 0.44 -1.96 -2.58
C 1.21 -1.17 -1.79
C -0.61 -1.27 -3.15
C 0.89 0.16 -1.83
C -1.87 1.01 0.94
C -0.33 -0.97 1.52
C -0.15 1.10 2.82
C -0.63 0.50 1.55
F 3.20 1.14 -0.37
F 2.28 2.54 -2.17
Si 1.77 1.56 -1.00
S -0.45 0.43 -2.87
H 0.61 -3.10 -2.56
H 2.08 -1.52 -1.20
H -1.34 -1.62 -3.78
H -1.88 2.14 0.84
H -2.00 0.60 -0.09
H -2.69 0.77 1.63
H -1.03 -1.36 2.22
H 0.69 -1.26 1.89
H -0.47 -1.46 0.58
H -0.21 2.20 2.88
H -0.50 0.54 3.70
H 0.98 1.01 2.86
*
```

Calculated values
Energy above the lowest of the compared OMol25 structures with the same formula, charge and spin: 0.0 kcal/mol
E_HOMO (spin up / spin down): -8.22 / -7.33 eV
Gap between HOMO and LUMO (spin up / spin down): 8.549 / 6.196 eV

natural (NBO) atomic charge list, values in e, 4 entries: -0.26, -0.24, -0.39, -0.79